{
  "formula": "C31H31N2OS5SbSnTe",
  "method": "the ωB97M-V functional and the def2-TZVPD basis",
  "gap_ev": 4.63,
  "total_charge": -2,
  "homo_energy_ev": -1.1,
  "molar_mass_g_mol": 976.01,
  "symbols": ["Sn", "S", "C", "C", "C", "C", "C", "C", "C", "C", "C", "N", "H", "H", "H", "H", "H", "H", "S", "Sb", "S", "S", "S", "N", "H", "H", "H", "C", "C", "C", "C", "C", "C", "C", "O", "C", "C", "C", "H", "H", "H", "H", "H", "H", "H", "H", "H", "H", "H", "H", "Te", "C", "C", "C", "C", "C", "C", "C", "C", "C", "C", "C", "C", "H", "H", "H", "H", "H", "H", "H", "H", "H", "H"],
  "coordinates": [[2.41, -1.70, 0.56], [4.17, 1.07, 3.98], [4.14, -0.54, 4.60], [3.63, -1.43, 3.70], [3.22, -0.83, 2.48], [3.45, 0.52, 2.48], [3.19, 1.40, 1.37], [3.85, 2.61, 1.15], [3.60, 3.32, 0.00], [2.71, 2.81, -0.94], [2.06, 1.62, -0.63], [2.26, 0.95, 0.50], [4.50, -0.72, 5.60], [3.55, -2.49, 3.88], [4.57, 2.96, 1.88], [4.11, 4.26, -0.20], [2.51, 3.30, -1.88], [1.34, 1.19, -1.30], [6.76, -4.36, 1.14], [4.87, -3.82, 0.00], [4.68, -1.44, -0.44], [2.96, -4.09, 1.40], [4.46, -4.87, -1.98], [-0.43, -4.11, 1.60], [0.34, -4.72, 1.34], [-0.45, -3.38, 0.89], [-0.11, -3.64, 2.44], [-2.31, -2.61, -6.73], [-1.99, -2.06, -5.37], [-2.84, -1.13, -4.77], [-2.52, -0.54, -3.56], [-3.48, 0.43, -2.92], [-1.32, -0.89, -2.91], [-0.91, -0.11, -1.74], [-0.28, -0.48, -0.77], [-0.49, -1.88, -3.47], [0.78, -2.32, -2.80], [-0.84, -2.43, -4.70], [-3.34, -2.39, -7.01], [-2.16, -3.69, -6.75], [-1.65, -2.18, -7.48], [-3.76, -0.85, -5.27], [-4.40, 0.50, -3.50], [-3.04, 1.44, -2.87], [-3.72, 0.12, -1.91], [-1.19, 0.96, -1.81], [1.40, -1.47, -2.52], [1.35, -2.98, -3.45], [0.56, -2.86, -1.88], [-0.18, -3.17, -5.14], [0.02, 0.27, 2.06], [-0.66, 2.09, 1.21], [-1.89, 2.14, 0.57], [-2.34, 3.33, -0.01], [-1.55, 4.47, 0.06], [-0.33, 4.43, 0.72], [0.10, 3.25, 1.30], [-1.69, 0.47, 3.39], [-1.59, 1.21, 4.56], [-2.70, 1.45, 5.36], [-3.94, 0.95, 4.99], [-4.06, 0.20, 3.83], [-2.94, -0.04, 3.04], [-2.50, 1.25, 0.52], [-3.30, 3.35, -0.51], [-1.90, 5.39, -0.39], [0.28, 5.32, 0.80], [1.05, 3.22, 1.82], [-0.62, 1.60, 4.86], [-2.60, 2.03, 6.27], [-4.81, 1.15, 5.60], [-5.02, -0.19, 3.53], [-3.04, -0.63, 2.14]]
}